Entry 1:
116
Properties=species:S:1:pos:R:3:forces:R:3 method="wB97M-V/def2-TZVPD" multiplicity=1 gap_ev=9.2 smiles="CCCCC[C@]1(CCC)C[C@H](ON=O)OC1=O.CCOP(=O)(OCC)OCC.CCOP(=O)(OCC)OCC.CCOP(=O)(OCC)OCC" e_above_lowest_ev=4.5618 e_homo_ev=-9.93 e_lumo_ev=-0.72
C -1.202890 -4.733162 -0.036977 0.9283 0.9326 1.0653
C 0.071486 -4.074132 0.621026 -0.5990 -0.5470 -1.3979
C 1.368131 -4.925203 0.400097 -0.9460 0.1784 0.9960
C 2.248147 -4.987596 1.687649 -0.0329 -0.2801 -0.0896
C 3.730544 -4.557679 1.625193 -0.4968 0.7850 0.6702
C 4.093378 -3.235230 0.880030 1.4371 -0.1659 1.2628
C 5.215920 -3.548344 -0.157862 -0.6264 -1.1799 -0.9025
C 4.796636 -4.081543 -1.545681 1.3352 0.8300 -0.9943
C 4.551078 -2.893157 -2.543383 0.1716 -0.8300 0.7197
C 4.883665 -2.153750 1.761373 -0.3947 1.2689 -0.4214
C 4.692356 -0.847419 0.871297 1.0828 -0.5929 -1.4792
O 4.454891 0.390925 1.553101 0.4555 -0.6143 -0.1175
N 3.118094 0.852185 1.396475 -1.1917 0.3432 -0.0320
O 3.027693 1.611943 0.522197 0.3675 -0.4299 0.0676
O 3.734434 -1.214437 -0.119710 -0.5940 0.8092 1.0782
C 3.005768 -2.194478 0.611186 1.7014 0.2365 -1.3113
O 1.976361 -1.893863 1.090063 -1.0033 -0.8541 0.3464
H -1.646290 -5.397996 0.712963 -0.0341 -0.2904 -0.5791
H -0.907812 -5.223115 -0.969360 -0.4301 -0.0497 0.1399
H -1.902706 -3.902571 -0.204077 -0.0736 -0.5158 -0.2549
H -0.155806 -3.945926 1.685402 0.3268 0.2955 -0.2513
H 0.150347 -3.117787 0.093064 0.2786 0.0245 0.6660
H 0.970628 -5.937073 0.222916 0.5444 0.1681 -0.2654
H 1.901010 -4.573777 -0.495305 -0.0535 -0.1825 0.2438
H 2.249423 -6.042599 2.009729 0.1019 0.3675 0.0603
H 1.749288 -4.441825 2.499687 0.0820 0.0188 -0.3252
H 4.050272 -4.358617 2.663111 -0.0862 -0.5046 -0.2227
H 4.327198 -5.404635 1.268889 -0.0197 0.4172 -0.1931
H 5.829786 -4.335727 0.312765 -0.3514 0.2672 0.1284
H 5.948190 -2.748148 -0.321396 -0.5505 0.1636 0.0098
H 4.005707 -4.839343 -1.563281 0.0109 0.2810 0.2535
H 5.701787 -4.566936 -1.956027 -0.3515 -0.1809 0.3209
H 3.493089 -2.621776 -2.502113 0.3265 0.4614 -0.3975
H 4.893789 -3.139591 -3.557336 -0.5639 -0.1440 0.1663
H 5.221801 -2.086300 -2.218155 -0.5640 0.1120 -0.1055
H 4.473202 -1.993318 2.766241 0.0924 -0.1288 -0.2412
H 5.971576 -2.271340 1.767857 -0.3166 -0.6205 0.4395
H 5.560653 -0.618106 0.236340 0.1871 -0.1779 0.7020
C 0.675143 2.249813 -3.481806 0.0762 -0.0083 -0.0815
C 0.036481 0.888787 -3.273212 -0.0010 0.0892 0.1961
O -0.097991 0.166699 -4.496936 0.8461 0.6702 0.2534
P 1.264174 -0.417929 -5.224140 -7.7108 -2.5037 -1.5111
O 1.532721 -1.569951 -4.285229 3.6126 2.0544 0.1298
O 0.524715 -1.317905 -6.393812 0.9866 0.5452 -0.4223
C 0.747074 -2.720689 -6.529945 -0.2335 -0.2365 -0.0197
C -0.368633 -3.494421 -5.859024 -0.1545 0.0157 0.0814
O 1.304655 0.906470 -6.228276 2.1778 -0.6981 1.5875
C 1.168375 0.851008 -7.653887 0.3732 0.0999 -0.7322
C -0.286068 0.978710 -8.054366 -0.3015 0.0594 0.2995
H 1.714705 2.148910 -3.807188 0.0012 0.0322 0.0614
H 0.663462 2.827554 -2.556168 0.0198 -0.0366 0.0128
H 0.148139 2.808335 -4.255781 -0.0391 -0.0080 0.0413
H 0.612780 0.296796 -2.554796 -0.0268 -0.0260 -0.0095
H -0.968886 1.013317 -2.868949 -0.0466 -0.1201 -0.1161
H 1.727002 -3.005920 -6.150458 -0.0565 0.0575 0.1649
H 0.746025 -2.936324 -7.602104 -0.0190 0.1366 -0.0174
H -0.486552 -3.202684 -4.815467 0.1852 -0.0094 0.0181
H -0.176676 -4.567835 -5.904042 -0.0039 0.0088 -0.0229
H -1.320020 -3.288983 -6.353371 0.0424 -0.0404 -0.0532
H 1.636055 -0.041366 -8.065428 -0.1370 -0.0917 0.1219
H 1.720117 1.703951 -8.056367 0.0874 0.0134 0.2314
H -0.915775 0.244088 -7.556270 0.1583 -0.1272 -0.0453
H -0.395644 0.854886 -9.132975 0.0948 0.0459 0.0017
H -0.672501 1.959883 -7.773091 0.0838 0.0452 -0.0907
C -0.756379 7.974931 5.087732 -0.0659 -0.0639 -0.0968
C 0.731476 7.736912 4.904604 -0.0473 0.3016 0.1243
O 1.008484 6.412013 4.455343 -0.7789 0.3545 -0.6290
P 0.601391 6.001716 2.916748 4.5811 -4.2987 3.6869
O 1.613499 6.756670 2.104959 -3.2718 1.3759 -1.1078
O 1.293813 4.514705 2.824696 -0.6685 0.3045 -0.2643
C 2.262233 4.169097 1.833223 0.2701 -0.0066 0.1309
C 3.659530 4.282376 2.406311 0.0892 0.0280 0.1290
O -0.831861 5.317240 3.397575 0.1486 2.1692 -1.6273
C -1.152191 3.930184 3.216174 -0.5025 -0.5583 -0.3141
C -0.715866 3.120154 4.418320 0.1676 0.1784 0.3257
H -1.279598 7.940213 4.127749 -0.0055 0.0532 0.0281
H -0.938337 8.951441 5.539065 0.0337 0.0012 -0.0254
H -1.194691 7.203699 5.721413 0.0406 0.0253 0.0326
H 1.157005 8.462471 4.204370 0.0282 -0.0426 0.0028
H 1.242840 7.859385 5.859747 0.0807 -0.1508 -0.0537
H 2.139842 4.766901 0.930846 0.0301 0.1772 0.1168
H 2.066891 3.136259 1.556481 -0.2738 0.2280 0.1790
H 3.843263 5.273614 2.821073 -0.0735 0.0741 -0.1555
H 4.409951 4.077171 1.640715 -0.0082 -0.0247 0.0102
H 3.790631 3.569434 3.223691 -0.0039 -0.0507 -0.0681
H -0.743012 3.546491 2.283803 0.1512 0.0447 0.0890
H -2.239771 3.862709 3.129180 0.0121 0.2864 -0.0230
H 0.336056 3.268450 4.653947 0.0244 -0.0249 -0.2108
H -0.885312 2.056443 4.242491 -0.0781 0.0361 -0.0474
H -1.277405 3.423161 5.304008 -0.1118 -0.0553 -0.0665
C -3.182936 1.603584 0.177221 -0.1282 -0.0076 -0.0357
C -2.963149 0.296795 0.918317 0.3084 0.0908 -0.1504
O -4.115369 -0.096163 1.662534 -0.3422 0.2641 -0.9486
P -5.441895 -0.611681 0.843181 0.5667 -1.3297 7.1126
O -5.003064 -1.954414 0.335909 -0.7403 1.9604 -3.0836
O -6.362849 -1.136420 2.103707 -0.2781 0.4525 -0.6787
C -6.845537 -2.476797 2.186856 0.0508 -0.2312 0.2644
C -5.946029 -3.302236 3.082767 0.1272 0.0044 0.1182
O -6.153021 0.884508 0.912903 0.7334 -1.2506 -2.3060
C -7.397160 1.164641 1.567307 -0.7467 0.2199 -0.0541
C -7.164107 1.550469 3.012577 0.3775 0.0329 0.1479
H -3.937598 1.487958 -0.606141 0.0565 0.0226 -0.0243
H -2.256452 1.942182 -0.289820 0.0068 -0.0428 0.0000
H -3.541173 2.377373 0.857213 0.0499 -0.0118 0.0192
H -2.681427 -0.500320 0.223464 -0.0065 -0.0183 0.0429
H -2.149457 0.413611 1.634863 -0.1049 -0.0994 0.1017
H -6.955720 -2.920700 1.199009 0.1858 0.0313 -0.0247
H -7.846048 -2.423336 2.625096 0.0220 0.1476 0.0054
H -4.908527 -3.265640 2.750581 -0.0600 -0.0313 -0.1832
H -6.271374 -4.343697 3.104154 -0.0127 0.0143 0.0086
H -5.965344 -2.909506 4.101252 -0.0715 -0.0282 -0.0113
H -8.096711 0.337424 1.465630 0.1489 -0.0978 0.0896
H -7.843102 2.013958 1.044263 0.1845 -0.0478 -0.1675
H -6.581867 0.803498 3.548703 -0.1274 -0.1361 -0.1022
H -8.116064 1.684034 3.528991 -0.0240 0.0350 -0.0886
H -6.600202 2.483286 3.070302 -0.1092 0.0561 -0.0517


Entry 2:
117
Properties=species:S:1:pos:R:3:forces:R:3 method="wB97M-V/def2-TZVPD" multiplicity=1 gap_ev=5.7 e_above_lowest_ev=0.0000 charge=-1 e_homo_ev=-4.37 e_lumo_ev=1.36
C 4.007164 4.648349 -1.678391 0.1806 -0.5058 -0.7767
C 4.266567 4.048956 -2.692211 -0.6043 0.9098 0.1865
C 4.466154 3.459969 -4.009368 0.6777 -1.0258 0.2738
C 3.677006 2.136332 -4.219308 -0.3131 1.2527 0.1905
C 2.182383 2.390778 -4.501719 0.7808 -1.1162 -0.4090
Nb 0.847625 0.541480 -4.244191 -1.3831 1.1094 -0.0499
S 0.553344 0.472710 -6.737354 0.0044 -0.4392 0.5723
C 1.219282 0.503647 -2.031935 0.8415 0.2194 -0.1582
C 1.287257 1.909117 -1.382488 0.1954 -0.4973 0.1078
C 0.948454 1.894516 0.121299 -0.4550 0.1922 -0.6797
C 0.259174 3.180566 0.605529 0.0716 0.0675 0.5031
N 1.173786 4.187100 1.198189 0.2370 -0.5629 0.1766
C 1.741414 3.737813 2.396372 0.9610 0.4610 -0.7223
C 3.248656 3.428429 2.354234 -0.9196 0.4901 -0.2771
O 1.103369 3.568684 3.399729 -0.5650 -0.4548 0.6030
C -0.405368 -1.384353 -4.224363 1.1671 -0.0599 -0.7248
C 0.168926 -2.452964 -3.265330 -0.7509 -0.1339 -0.0323
C -0.752419 -2.870808 -2.106075 0.4308 -0.1224 0.9709
C 0.135137 -3.091920 -0.885618 0.0074 0.4202 -0.6618
O -0.592930 -3.691875 0.202953 0.6833 0.0200 -0.3628
C 0.161448 -4.206683 1.179661 0.1248 -0.3798 0.4179
C 1.622964 -3.859573 1.313952 0.3847 0.3383 -0.3601
O -0.338492 -4.982808 1.950109 -0.3906 -0.1562 0.4012
P 3.000104 -0.919009 -4.658580 0.2319 0.0193 -1.4857
N 3.617846 -0.721940 -6.137767 0.1994 0.0450 0.5435
C -0.938185 1.954362 -4.138985 -0.3201 0.9199 -0.3884
I -1.024709 3.478005 -5.686003 0.1952 -0.3079 0.4380
C -1.917251 1.985164 -3.236743 0.4017 -0.0902 -0.2216
C -1.965515 1.008549 -2.097074 -1.1008 0.2461 0.6647
I -3.529858 3.415368 -3.208382 0.1862 -0.3907 0.2378
H 3.719579 5.263122 -0.874405 0.0194 0.1615 0.4479
H 4.280118 4.174069 -4.806580 -0.2510 0.2050 0.0444
H 5.522769 3.184772 -4.073058 0.1509 0.1339 -0.0809
H 4.149215 1.662486 -5.075559 -0.0919 -0.5280 0.0846
H 3.813186 1.568707 -3.297698 0.1810 -0.3032 -0.1177
H 2.136024 2.697753 -5.545121 -0.2487 0.3201 -0.0094
H 1.841316 3.213062 -3.865888 -0.3257 -0.0746 0.0224
H 1.070713 1.620466 -7.209997 0.0641 -0.1536 0.2488
H 0.501210 -0.125895 -1.500218 -0.2255 -0.0156 -0.1543
H 2.198559 0.038349 -1.839385 -0.0620 -0.2049 -0.1022
H 2.310732 2.270275 -1.484747 -0.0230 0.1974 -0.2367
H 0.656874 2.609634 -1.928815 -0.2043 0.1410 0.1843
H 0.257183 1.070072 0.316604 -0.0622 -0.0520 -0.0064
H 1.855908 1.656782 0.677352 0.0112 0.0834 0.2250
H -0.468649 2.921459 1.369460 0.0414 0.2967 -0.1021
H -0.281258 3.665999 -0.203689 -0.0783 -0.0703 -0.0941
H 1.895964 4.460587 0.547136 -0.0020 -0.2035 -0.1915
H 3.323435 2.346119 2.417012 0.1682 -0.0862 0.2672
H 3.740152 3.930421 3.180123 0.2254 -0.1714 0.0904
H 3.656120 3.717139 1.390534 0.3211 0.1187 0.0303
H -1.475383 -1.200917 -4.124970 -0.0372 0.0116 0.2090
H -0.272426 -1.774407 -5.239763 -0.2108 0.0188 -0.0717
H 0.384614 -3.354086 -3.841324 0.1173 -0.0942 0.0127
H 1.131561 -2.171182 -2.831736 0.0333 0.2459 -0.0077
H -1.234095 -3.830590 -2.288877 -0.2875 0.1000 -0.2522
H -1.509528 -2.137944 -1.829459 -0.1070 0.0948 -0.3093
H 0.581374 -2.153847 -0.556643 -0.0860 0.1436 0.0487
H 0.957350 -3.718912 -1.231307 0.0133 -0.3498 0.3304
H 2.202901 -4.302623 0.506539 -0.0487 -0.0299 -0.1673
H 1.836026 -2.791976 1.289754 -0.2019 0.0937 -0.1024
H 2.022321 -4.258944 2.235204 -0.2558 -0.1533 0.2327
H 3.968890 -0.665876 -3.636063 -0.1053 -0.4664 0.1939
H 2.681198 -2.305650 -4.548428 0.1194 0.1693 0.6978
H 3.584666 -1.616901 -6.609904 0.1765 0.0078 -0.1719
H -1.259800 1.248492 -1.305405 0.1357 0.1484 -0.0633
H -1.832990 -0.031504 -2.376906 0.2256 0.0397 -0.3444
H -2.952538 1.078489 -1.640006 0.0007 -0.1332 0.1353
C -4.154447 2.281291 3.952644 -0.3574 -0.3567 -0.2451
S -2.443610 2.599353 3.536744 -0.0145 0.1299 0.2042
O -2.379014 2.949434 2.091483 -0.2807 -0.1449 0.0707
C -1.897098 0.892748 3.691728 0.0766 -0.1427 -0.0235
H -4.704099 3.218094 3.881768 0.0892 0.0480 -0.0002
H -4.581405 1.557228 3.255519 0.1146 0.0767 -0.1429
H -4.201663 1.905465 4.973920 -0.0127 0.0940 -0.3595
H -2.462570 0.260490 3.006248 -0.0346 0.0530 -0.0201
H -2.039857 0.559475 4.720619 -0.0330 0.0401 0.0042
H -0.838335 0.853141 3.437942 -0.0031 0.0956 -0.0052
C -4.827884 -6.440842 3.473577 -0.0487 0.0676 0.1057
S -4.057091 -7.765385 2.533236 0.0877 0.0110 -0.0677
O -4.112417 -8.996607 3.373906 0.0629 0.0362 0.0908
C -2.387270 -7.118606 2.638374 -0.0740 -0.0463 0.0424
H -5.888855 -6.664336 3.566374 0.0126 -0.0552 -0.0398
H -4.378109 -6.382592 4.465017 0.0389 -0.0516 -0.0198
H -4.699033 -5.497906 2.942366 0.0176 -0.0253 -0.0334
H -2.096678 -7.014971 3.684600 -0.0646 -0.0009 0.0157
H -2.333303 -6.155043 2.137148 0.0573 -0.0049 -0.0211
H -1.718826 -7.819546 2.141320 -0.0527 -0.0089 -0.0537
C -1.200658 -11.022013 4.249568 -0.1125 0.0738 0.0566
S 0.544331 -10.857976 3.862186 -0.0842 0.0236 -0.0712
O 1.232812 -12.065667 4.389915 0.0152 0.0087 0.0810
C 0.863693 -9.514037 5.014785 0.0016 0.0801 0.1064
H -1.605013 -11.844034 3.663060 0.0673 0.0057 -0.0521
H -1.326858 -11.237304 5.310883 0.0877 -0.0044 0.0076
H -1.724118 -10.101310 3.986646 -0.0519 -0.0371 -0.0289
H 0.605474 -9.827451 6.026605 -0.0138 -0.0630 -0.0276
H 0.277343 -8.641250 4.725975 0.0015 -0.0159 -0.0386
H 1.923407 -9.271721 4.966454 0.0038 -0.0461 -0.0533
C -0.000601 8.481124 -5.595504 -0.0120 0.1698 0.0069
S 0.857679 7.027175 -6.217942 -0.1098 -0.2080 -0.0264
O 2.083680 6.859227 -5.401860 0.0778 0.1310 -0.0136
C 1.359655 7.764029 -7.782723 0.0394 0.1580 -0.0739
H -0.364835 8.253376 -4.595843 0.0219 -0.0889 -0.0154
H 0.687542 9.326292 -5.551322 0.0476 -0.0470 -0.0089
H -0.844177 8.711566 -6.246791 -0.0082 -0.0441 -0.0005
H 1.960197 8.655398 -7.596666 0.0043 -0.0223 0.0563
H 0.473746 8.018028 -8.365579 -0.0160 -0.0343 0.0134
H 1.952983 7.030342 -8.324493 -0.0181 -0.0565 0.0623
C -1.263320 3.255469 7.171714 0.0288 0.0706 -0.0278
S -2.751898 2.497026 7.833932 0.1499 -0.0168 0.0858
O -3.730574 2.403602 6.711303 0.1851 0.1571 0.6532
C -3.247093 3.894463 8.849676 -0.0636 0.1196 0.0198
H -0.809441 2.560471 6.468171 -0.0368 -0.0088 -0.0125
H -1.517665 4.179608 6.653335 -0.0514 -0.0389 -0.0345
H -0.567221 3.454586 7.986763 -0.0226 -0.0430 0.0296
H -3.373828 4.777816 8.223667 0.0153 -0.0433 -0.0560
H -2.489080 4.074371 9.611824 0.0159 -0.0394 -0.0077
H -4.192429 3.647071 9.328431 0.0070 -0.0638 -0.0293